Record 1
Computed, not measured: a 15-piece molecular cluster, C70H170Cl10N10O20 overall, with ωB97M-V with the def2-TZVPD basis set.

Properties
gap between HOMO and LUMO: 8.5 eV
F_max: 3.0 eV Å⁻¹
DFT total energy: -256403.991 eV

```
! RIJCOSX wB97M-V def2-TZVPD def2/J DEFGRID3
* xyz 0 1
Cl -8.811 1.124 -2.788
C -8.496 -0.219 -3.947
C -9.097 -1.566 -3.484
Cl -8.403 -2.233 -1.957
H -7.414 -0.313 -4.038
H -8.798 0.095 -4.946
H -9.011 -2.280 -4.303
H -10.183 -1.505 -3.415
Cl -2.540 0.005 -5.530
C -1.948 -1.320 -4.529
C -1.290 -2.474 -5.393
Cl 0.021 -1.895 -6.433
H -2.802 -1.665 -3.947
H -1.261 -0.891 -3.800
H -2.048 -3.012 -5.963
H -0.786 -3.213 -4.770
Cl -3.254 7.238 -7.853
C -1.686 6.468 -7.432
C -1.873 4.949 -7.351
Cl -0.374 4.163 -6.743
H -1.259 6.968 -6.563
H -1.084 6.773 -8.287
H -1.945 4.590 -8.377
H -2.668 4.743 -6.634
Cl -1.777 -9.014 -3.486
C -0.107 -8.782 -2.843
C 0.090 -9.622 -1.535
Cl -1.090 -9.258 -0.266
H -0.062 -7.703 -2.695
H 0.653 -8.983 -3.598
H 1.069 -9.405 -1.108
H 0.057 -10.671 -1.829
Cl 6.242 3.396 0.839
C 7.190 4.766 1.510
C 7.523 4.508 2.972
Cl 8.861 3.400 3.039
H 6.593 5.667 1.366
H 8.023 4.976 0.840
H 6.698 3.995 3.466
H 7.844 5.432 3.453
C -4.094 0.742 6.073
O -5.388 1.139 5.696
C -5.732 0.892 4.340
C -5.617 -0.634 3.931
N -6.309 -1.485 4.936
C -5.872 -2.860 4.774
C -6.577 -3.736 5.890
O -6.164 -3.389 7.212
C -6.859 -4.117 8.210
H -3.872 1.162 7.053
H -3.345 1.158 5.399
H -3.947 -0.338 6.054
H -5.243 1.510 3.587
H -6.786 1.166 4.296
H -4.564 -0.886 3.809
H -6.121 -0.731 2.969
H -6.148 -1.138 5.870
H -4.815 -2.943 5.025
H -5.986 -3.203 3.746
H -6.329 -4.784 5.723
H -7.640 -3.518 5.785
H -7.904 -3.811 8.154
H -6.443 -3.850 9.181
H -6.824 -5.203 8.125
C -10.584 4.420 2.898
O -9.243 4.455 2.402
C -9.174 5.029 1.137
C -7.693 5.129 0.614
N -7.675 5.638 -0.754
C -6.330 5.976 -1.315
C -5.357 4.820 -1.588
O -4.691 4.487 -0.374
C -3.927 3.246 -0.409
H -11.143 3.729 2.267
H -11.107 5.376 2.877
H -10.556 4.081 3.934
H -9.686 5.986 1.236
H -9.728 4.404 0.436
H -7.215 4.150 0.606
H -7.187 5.796 1.312
H -8.083 4.933 -1.351
H -5.794 6.686 -0.685
H -6.512 6.472 -2.268
H -4.620 5.154 -2.319
H -5.916 3.951 -1.936
H -3.125 3.206 -1.146
H -4.578 2.380 -0.527
H -3.563 3.089 0.606
C 2.796 0.555 11.066
O 3.689 1.101 10.096
C 3.152 2.280 9.495
C 4.229 2.828 8.465
N 4.206 2.184 7.162
C 2.952 2.435 6.488
C 3.024 2.014 4.997
O 1.848 2.322 4.322
C 1.643 3.674 3.989
H 2.811 1.128 11.993
H 2.855 -0.521 11.231
H 1.769 0.511 10.703
H 3.125 3.088 10.226
H 2.170 2.041 9.087
H 5.187 2.604 8.934
H 4.206 3.908 8.324
H 4.725 1.318 7.146
H 2.668 3.479 6.619
H 2.111 1.874 6.897
H 3.125 0.941 4.837
H 3.879 2.444 4.475
H 2.472 4.090 3.416
H 1.484 4.264 4.892
H 0.796 3.749 3.306
C 16.059 6.586 -4.482
O 14.659 6.674 -4.675
C 13.976 7.421 -3.679
C 12.482 7.532 -4.123
N 11.643 8.077 -3.020
C 10.255 8.385 -3.493
C 9.428 7.268 -4.170
O 9.001 6.272 -3.281
C 8.124 5.376 -3.872
H 16.612 7.525 -4.485
H 16.568 5.987 -5.238
H 16.254 6.071 -3.541
H 14.381 8.433 -3.672
H 14.164 6.895 -2.743
H 12.166 6.521 -4.383
H 12.343 8.102 -5.042
H 11.475 7.327 -2.365
H 10.279 9.231 -4.179
H 9.686 8.794 -2.659
H 9.980 6.704 -4.923
H 8.598 7.762 -4.674
H 8.610 4.632 -4.503
H 7.293 5.952 -4.281
H 7.554 4.758 -3.179
C 3.863 -3.982 5.548
O 5.047 -3.481 6.177
C 4.750 -2.500 7.148
C 6.030 -2.035 7.831
N 6.831 -1.221 6.979
C 8.035 -0.704 7.731
C 9.269 -1.668 7.701
O 9.056 -2.782 8.600
C 9.021 -2.531 10.034
H 3.304 -3.293 4.915
H 3.180 -4.368 6.305
H 4.112 -4.825 4.903
H 4.002 -2.888 7.840
H 4.382 -1.554 6.752
H 6.567 -2.933 8.137
H 5.753 -1.575 8.779
H 7.203 -1.735 6.193
H 7.851 -0.183 8.671
H 8.357 0.150 7.135
H 10.172 -1.169 8.052
H 9.558 -2.116 6.750
H 8.048 -2.142 10.332
H 9.802 -1.844 10.362
H 9.141 -3.418 10.656
C 1.379 6.636 -1.554
O 0.960 7.596 -0.649
C -0.430 7.680 -0.538
C -0.890 8.963 0.077
N -0.525 9.087 1.510
C -1.168 10.187 2.282
C -0.668 11.534 1.838
O 0.791 11.567 1.853
C 1.345 12.853 1.652
H 1.210 5.634 -1.158
H 2.439 6.774 -1.766
H 0.888 6.761 -2.519
H -0.741 6.831 0.072
H -0.984 7.641 -1.476
H -1.961 9.120 -0.051
H -0.527 9.767 -0.564
H 0.440 9.383 1.520
H -1.062 9.998 3.350
H -2.250 10.309 2.227
H -1.178 12.380 2.300
H -1.005 11.703 0.816
H 0.858 13.634 2.236
H 1.227 13.085 0.594
H 2.423 12.781 1.796
C -3.308 -4.357 -2.070
O -2.522 -3.379 -1.386
C -2.807 -3.196 0.015
C -1.560 -2.745 0.669
N -0.951 -1.604 -0.050
C 0.361 -1.386 0.411
C 1.037 -0.302 -0.465
O 1.229 -0.888 -1.801
C 1.892 -0.049 -2.791
H -4.303 -3.969 -2.288
H -3.312 -5.349 -1.620
H -2.855 -4.500 -3.051
H -3.080 -4.141 0.484
H -3.612 -2.471 0.134
H -0.887 -3.602 0.673
H -1.707 -2.477 1.716
H -0.850 -1.814 -1.032
H 0.914 -2.321 0.320
H 0.327 -0.939 1.405
H 1.973 -0.037 0.026
H 0.307 0.504 -0.544
H 1.260 0.816 -2.992
H 2.082 -0.556 -3.737
H 2.819 0.348 -2.378
C 7.442 -7.163 -1.522
O 6.126 -7.687 -1.349
C 5.341 -6.912 -0.470
C 4.887 -5.571 -1.228
N 4.229 -6.024 -2.439
C 3.890 -4.907 -3.335
C 5.185 -4.183 -3.885
O 6.159 -5.096 -4.408
C 7.371 -4.434 -4.729
H 7.940 -7.966 -2.065
H 7.922 -7.200 -0.544
H 7.589 -6.187 -1.985
H 5.809 -6.809 0.509
H 4.450 -7.519 -0.308
H 5.670 -4.859 -1.490
H 4.139 -4.972 -0.709
H 4.736 -6.771 -2.892
H 3.285 -4.091 -2.939
H 3.324 -5.268 -4.193
H 5.502 -3.545 -3.060
H 4.853 -3.496 -4.663
H 8.008 -5.156 -5.238
H 7.860 -4.133 -3.803
H 7.240 -3.610 -5.431
C -5.744 -13.246 0.948
O -5.984 -11.827 1.032
C -5.970 -11.210 -0.289
C -6.121 -9.699 -0.208
N -7.451 -9.372 0.114
C -7.656 -7.952 0.099
C -8.946 -7.643 0.848
O -8.725 -7.488 2.222
C -9.833 -6.964 2.937
H -4.748 -13.428 0.543
H -6.503 -13.744 0.344
H -5.718 -13.601 1.978
H -6.681 -11.627 -1.003
H -5.009 -11.335 -0.789
H -5.879 -9.270 -1.181
H -5.383 -9.368 0.523
H -7.579 -9.743 1.044
H -7.785 -7.529 -0.897
H -6.832 -7.465 0.621
H -9.695 -8.425 0.720
H -9.350 -6.711 0.453
H -10.128 -6.004 2.513
H -9.507 -6.763 3.958
H -10.689 -7.638 2.961
C -6.185 -5.030 -7.125
O -5.607 -3.781 -7.367
C -6.148 -3.104 -8.556
C -5.291 -1.867 -8.755
N -5.586 -1.289 -10.083
C -4.765 -0.110 -10.424
C -3.293 -0.374 -10.747
O -3.085 -1.351 -11.770
C -1.732 -1.687 -11.967
H -7.236 -4.787 -6.968
H -5.862 -5.528 -6.211
H -6.164 -5.698 -7.987
H -7.178 -2.783 -8.403
H -6.095 -3.722 -9.452
H -4.225 -2.079 -8.679
H -5.492 -1.145 -7.964
H -5.319 -2.024 -10.722
H -4.734 0.635 -9.629
H -5.292 0.320 -11.276
H -2.733 -0.497 -9.820
H -2.781 0.506 -11.136
H -1.125 -0.783 -12.015
H -1.422 -2.286 -12.823
H -1.283 -2.180 -11.105
*
```

=====

Record 2
Computed, not measured: a 6-piece molecular cluster, C27H42INO15P overall, with ωB97M-V with the def2-TZVPD basis set.

Properties
gap between HOMO and LUMO: 5.6 eV
F_max: 2.1 eV Å⁻¹
DFT total energy: -78275.189 eV

```
! RIJCOSX wB97M-V def2-TZVPD def2/J DEFGRID3
* xyz -1 1
N 0.000 1.488 5.631
P -0.425 -0.161 6.174
I -1.048 -2.682 7.214
C -1.648 -0.478 4.702
C -3.048 -0.131 5.042
C -4.031 -1.110 5.193
C -5.327 -0.765 5.551
C -5.664 0.567 5.764
C -4.701 1.553 5.606
C -3.404 1.207 5.249
H 0.221 1.528 4.643
H 0.865 1.733 6.095
H -1.504 0.279 7.009
H 0.465 -0.067 7.322
H 0.617 -0.850 5.450
H -1.576 -1.536 4.481
H -1.297 0.071 3.834
H -3.761 -2.143 5.053
H -6.072 -1.531 5.686
H -6.668 0.826 6.058
H -4.936 2.591 5.780
H -2.630 1.948 5.142
C -0.228 2.782 -1.563
C -0.707 2.532 -0.158
C -0.613 3.716 0.786
O -0.387 3.087 2.052
C 0.197 1.890 1.829
O 0.690 1.206 2.661
O 0.152 1.584 0.510
H 0.852 2.940 -1.553
H -0.431 1.927 -2.203
H -0.712 3.651 -2.000
H -1.720 2.127 -0.157
H -1.514 4.320 0.819
H 0.247 4.354 0.559
C 0.361 -6.406 8.170
C 1.030 -7.376 7.238
C 1.038 -6.946 5.783
O 1.032 -8.210 5.092
C 0.466 -9.127 5.905
O 0.148 -10.223 5.566
O 0.314 -8.631 7.148
H -0.708 -6.357 7.966
H 0.486 -6.704 9.210
H 0.779 -5.407 8.042
H 2.043 -7.607 7.579
H 1.914 -6.371 5.501
H 0.138 -6.389 5.517
C -2.632 2.971 -7.753
C -2.169 3.535 -6.437
C -1.177 2.698 -5.647
O -1.523 3.043 -4.288
C -2.815 3.430 -4.259
O -3.440 3.598 -3.262
O -3.279 3.601 -5.509
H -3.237 2.081 -7.581
H -3.250 3.697 -8.279
H -1.776 2.720 -8.383
H -1.786 4.550 -6.566
H -0.134 2.929 -5.829
H -1.336 1.628 -5.780
C 3.429 -0.690 -8.426
C 2.562 0.370 -7.799
C 1.197 -0.103 -7.374
O 0.394 1.093 -7.524
C 0.990 1.861 -8.463
O 0.488 2.826 -8.948
O 2.217 1.401 -8.759
H 3.018 -0.993 -9.389
H 4.436 -0.316 -8.599
H 3.490 -1.555 -7.766
H 3.084 0.844 -6.969
H 1.177 -0.464 -6.352
H 0.791 -0.869 -8.038
C 3.960 0.959 -0.551
C 4.388 0.790 -1.984
C 4.237 2.016 -2.869
O 3.997 1.432 -4.164
C 3.456 0.211 -3.969
O 2.981 -0.461 -4.832
O 3.534 -0.149 -2.684
H 2.884 1.098 -0.487
H 4.207 0.079 0.038
H 4.463 1.821 -0.108
H 5.409 0.406 -2.037
H 5.121 2.645 -2.902
H 3.369 2.618 -2.593
*
```

=====

Record 3
Computed, not measured: a 2-piece molecular cluster, C2H6O overall, with ωB97M-V with the def2-TZVPD basis set.

Properties
gap between HOMO and LUMO: 10.6 eV
F_max: 1.7 eV Å⁻¹
relative energy (zero: lowest compared OMol25 entry of this formula, charge and spin): 1.0176 eV
DFT total energy: -4217.450 eV

```
! RIJCOSX wB97M-V def2-TZVPD def2/J DEFGRID3
* xyz 0 1
C 0.141 1.257 -0.739
C -0.925 0.549 -0.445
H 0.537 1.500 -1.714
H 0.714 1.706 0.063
H -1.375 -0.111 -1.186
H -1.442 0.414 0.495
O 0.660 -1.350 0.985
H 1.418 -1.944 1.021
H -0.101 -1.899 0.778
*
```

=====

Record 4
Computed, not measured: the molecule C17H15N5S, with ωB97M-V with the def2-TZVPD basis set.

Properties
gap between HOMO and LUMO: 8.8 eV
F_max: 2.7 eV Å⁻¹
relative energy (zero: lowest compared OMol25 entry of this formula, charge and spin): 0.0000 eV
DFT total energy: -36157.488 eV

```
! RIJCOSX wB97M-V def2-TZVPD def2/J DEFGRID3
* xyz 0 1
C 1.330 4.900 -3.212
C 0.642 3.583 -3.399
C 0.463 3.068 -4.699
C -0.236 1.879 -4.893
C -0.648 1.135 -3.803
C -0.440 1.559 -2.495
N -0.874 0.808 -1.407
N -1.686 -0.300 -1.507
C -1.673 -0.904 -0.349
C -0.884 -0.147 0.524
C -0.610 -0.350 1.862
N -1.033 -1.503 2.469
C -0.523 -1.901 3.801
C 0.155 -3.229 3.573
C -0.073 -4.357 4.351
C 0.590 -5.510 3.818
C 1.267 -5.270 2.664
S 1.205 -3.561 2.168
N 0.125 0.522 2.525
C 0.576 1.570 1.861
N 0.341 1.819 0.567
C -0.446 0.964 -0.102
C 0.161 2.802 -2.344
H 0.948 5.693 -3.870
H 2.368 4.764 -3.503
H 1.259 5.327 -2.195
H 0.819 3.631 -5.533
H -0.475 1.529 -5.894
H -1.178 0.202 -4.037
H -2.256 -1.823 -0.104
H -1.239 -2.285 1.844
H 0.241 -1.211 4.171
H -1.314 -1.994 4.571
H -0.693 -4.362 5.240
H 0.457 -6.503 4.254
H 1.798 -6.043 2.066
H 1.232 2.279 2.367
H 0.303 3.220 -1.347
*
```